# 1
ORCA calculation (ωB97M-V/def2-TZVPD) on 2 unconnected molecules or ions with the total composition C2H3F2P at a distorted geometry.

```
8
Properties=species:S:1:pos:R:3:lowdin_charge:R:1
C 0.85960 -0.15105 0.07489 -0.340
C -0.51434 -0.52158 0.37037 -0.869
F -1.12755 0.42344 1.13191 0.007
F -0.95771 -1.68291 0.90543 0.055
P -0.26996 -0.16576 -1.42124 0.919
H 1.10660 0.87602 0.45704 0.096
H 1.77466 -0.76715 0.22171 0.091
H -0.87129 1.98898 -1.74011 0.041
```

Properties
HOMO (alpha / beta) in Eh: -0.3554 / -0.3557
2S+1: 1
Kohn-Sham gap (alpha / beta) in eV: 8.5 / 8.5
Net charge: 0

# 2
ORCA calculation (ωB97M-V/def2-TZVPD) on a gas-phase ion, C5H12NO (charge -1) at a distorted geometry.

```
19
Properties=species:S:1:pos:R:3:lowdin_charge:R:1
C 1.37856 -1.35384 -0.50047 -0.519
O 2.33149 -0.40136 -0.66796 -0.366
C -0.21161 -0.92567 -0.39130 -0.388
C -0.41782 -0.52595 1.11309 -0.177
C -1.54025 0.65699 1.12786 -0.260
C -1.10018 2.14295 0.73636 -0.167
N -0.35371 0.23288 -1.31836 -0.033
H 1.65110 -1.96390 0.40569 0.068
H 1.36023 -2.17131 -1.29980 0.065
H -0.86850 -1.79590 -0.75634 0.124
H 0.55733 -0.06305 1.29537 0.084
H -0.49886 -1.41619 1.75536 0.091
H -1.90133 0.73959 2.19677 0.080
H -2.33269 0.42458 0.34648 0.092
H -0.10690 2.38301 1.27322 0.081
H -1.99296 2.73420 0.90469 0.023
H -0.94444 2.31106 -0.44019 0.080
H 0.63372 0.58889 -1.34550 0.059
H -0.38484 -0.15717 -2.27691 0.062
```

Properties
HOMO in Eh: -0.0937
2S+1: 1
Kohn-Sham gap in eV: 6.7
SMILES string: CCC[C@@H](N)C[O-]
Net charge: -1

Ordered molecular weight results: 96.02; 102.16; unit g mol⁻¹.
Ordered relative energy (zero: lowest compared OMol25 entry of this formula, charge and spin) results: 446.3; 145.2; unit kJ/mol.